{"formula": "C16H24F2MnO8", "method": "ωB97M-V/def2-TZVPD", "lumo_energy_ha": [0.006, 0.006], "spin_multiplicity": 6, "s2": 8.753, "molar_mass_da": 437.29, "symbols": ["Mn", "F", "F", "O", "C", "O", "C", "C", "C", "H", "H", "H", "H", "H", "H", "O", "C", "O", "C", "C", "C", "H", "H", "H", "H", "H", "H", "O", "C", "O", "C", "C", "C", "H", "H", "H", "H", "H", "H", "O", "C", "O", "C", "C", "C", "H", "H", "H", "H", "H", "H"], "positions_angstrom": [[-1.059480, 1.670688, 34.590387], [-1.574050, 0.806845, 32.798136], [-2.455930, 3.111569, 35.087607], [0.675723, 0.310683, 34.596907], [1.229765, -0.774468, 34.439315], [2.564898, -0.918926, 34.445892], [2.951648, -2.205354, 34.320427], [1.703900, -3.024219, 33.937529], [0.529479, -2.111718, 34.372321], [3.414018, -2.549301, 35.245643], [3.667415, -2.164220, 33.499412], [1.801903, -3.968744, 34.472667], [1.677936, -3.227229, 32.866917], [0.228167, -2.434879, 35.368755], [-0.255784, -2.067196, 33.617676], [-1.899492, 0.087597, 35.605825], [-2.335542, -0.756118, 36.382395], [-1.886409, -0.823900, 37.692499], [-2.440515, -1.955695, 38.390168], [-3.498837, -2.542441, 37.370919], [-3.325778, -1.851532, 36.046415], [-2.929315, -1.675482, 39.323259], [-1.689429, -2.709906, 38.624997], [-4.500370, -2.363929, 37.762278], [-3.372809, -3.624683, 37.402125], [-4.337415, -1.610434, 35.719990], [-2.934360, -2.608030, 35.366261], [0.224822, 3.130881, 33.859376], [1.070963, 4.021996, 33.716155], [2.004520, 3.889538, 32.801368], [2.831405, 5.014393, 32.747104], [2.767945, 5.626017, 34.152998], [1.381342, 5.257872, 34.554161], [2.456589, 5.619289, 31.921450], [3.827794, 4.739941, 32.400695], [2.940762, 6.700495, 34.091854], [3.561213, 5.220303, 34.780869], [0.640094, 6.026004, 34.333637], [1.400992, 5.009528, 35.615307], [0.047718, 2.083665, 36.649458], [0.519840, 1.814753, 37.744381], [1.760594, 1.535171, 37.958030], [2.111942, 1.503714, 39.341364], [0.781894, 1.406544, 40.022009], [-0.242516, 1.886188, 39.076994], [2.659877, 2.388435, 39.665626], [2.636992, 0.576070, 39.569158], [0.840695, 2.007583, 40.929415], [0.629243, 0.371325, 40.327186], [-0.599918, 2.915841, 39.090371], [-1.029831, 1.135116, 39.012774]], "forces_ev_per_a": [[-1.6898, 1.1385, -1.2268], [0.3432, 0.1210, 0.7245], [0.6841, -0.7613, -0.0065], [2.1862, -2.2720, -0.4982], [-1.8641, 2.2838, 1.2785], [-1.5359, 3.3809, 0.4922], [0.7687, -2.1479, -1.2663], [0.2678, -0.2409, 0.2110], [1.4841, -0.7661, -0.7721], [0.1044, -0.0718, -0.0028], [0.3903, -0.6989, 0.2073], [-0.5410, -0.1021, -0.1666], [0.0149, 0.0419, 0.0720], [-0.5006, 0.4281, -0.0501], [-0.2501, 0.0420, 0.4715], [-1.4860, -2.7954, 2.7251], [1.0432, 1.9302, -1.5171], [-0.3318, -0.1810, -0.8383], [-1.2309, -0.4476, -1.3250], [-0.0719, -0.6237, 2.4142], [0.0114, -1.1921, 0.9582], [0.2040, 0.4487, -0.1237], [0.3584, 0.3274, -0.1871], [0.0394, 0.0725, 0.0835], [-0.0546, -0.0063, -0.5109], [0.5688, 0.8995, -0.4801], [0.3862, 0.6476, -0.4772], [2.3456, 3.0363, -0.5432], [-1.7046, -2.5455, 1.4422], [0.0005, -1.1500, -0.8854], [1.0774, 0.8400, -0.5986], [0.9052, 0.8540, -1.5479], [-0.6745, -0.5130, 0.8388], [-0.2284, 0.6113, 0.3031], [0.0268, -0.3826, 0.3809], [-0.0693, 0.0217, 0.1036], [-0.2447, -0.2438, 0.0758], [-0.0258, -0.0060, 0.1824], [-0.7887, -0.0829, -0.0804], [1.0826, -0.5655, 1.5546], [-3.3038, 1.2783, -1.2219], [3.0223, -0.3573, -0.6173], [-0.3714, -0.6487, 0.1110], [0.2759, 0.3462, 2.6027], [-0.2194, -0.6366, -1.9947], [0.2166, -0.0333, -0.5361], [0.5897, 0.3543, -0.4089], [-0.2398, -0.1601, 0.2272], [-0.3140, 0.0668, -0.0399], [-0.2013, -0.1700, 0.6096], [-0.4553, 0.6313, -0.1470]], "mulliken_spin": [4.803, 0.057, 0.054, 0.014, 0.003, 0.001, 0.000, 0.000, 0.001, 0.000, 0.000, 0.000, 0.000, 0.000, 0.000, 0.014, 0.007, 0.000, 0.000, 0.000, 0.000, 0.000, 0.000, 0.000, 0.000, 0.001, 0.001, 0.003, 0.015, 0.002, 0.001, 0.000, 0.000, 0.000, 0.000, 0.000, 0.000, 0.001, 0.000, 0.016, 0.007, 0.000, 0.000, 0.000, -0.001, 0.000, 0.000, 0.000, 0.000, 0.000, 0.000]}